Below is C3H4N4O in the gas phase, with properties calculated with wB97M-V/def2-TZVPD.

```
12
Properties=species:S:1:pos:R:3:mulliken_charge:R:1
O 2.265 0.652 -0.084 -0.297
N 0.505 -0.529 -0.178 0.428
N 0.237 1.692 0.026 -0.670
N 1.483 -1.450 -0.011 -0.316
N 2.543 -0.842 0.149 -0.073
C 0.885 0.624 -0.054 0.515
C -1.970 -0.219 0.058 -0.515
C -0.848 -0.902 -0.198 -0.189
H -0.880 -1.912 -0.069 0.378
H 0.708 2.731 -0.183 0.263
H -2.021 0.941 0.219 0.240
H -2.908 -0.785 0.324 0.235
```

As for the energy above the lowest of the compared OMol25 structures with the same formula, charge and spin: 124.3 kcal/mol. For the gap between HOMO and LUMO, the calculation gives 9.62 eV. The LUMO energy is 0.011 Eh. For the largest force on an atom, the calculation gives 0.23762 hartree/bohr. As for the net charge: 0. As for the SMILES: [H]/N=c1\onnn1C=C. As for the spin multiplicity: 1. The value obtained for the HOMO energy is -0.3422 Eh.

Below is a molecular structure, C20H25N3O5, with properties calculated with wB97M-V/def2-TZVPD.

```
53
Properties=species:S:1:pos:R:3:mulliken_charge:R:1
O -5.040 1.845 -0.591 -0.502
O 2.012 -1.879 -1.647 -0.839
O 2.934 1.463 1.068 -0.404
O -5.633 -0.168 -0.465 -0.352
O 0.221 -1.508 0.595 0.205
N -1.125 -2.944 0.392 -0.316
N 3.488 -0.221 -1.369 -0.039
N -0.071 -3.662 0.789 -0.853
C -6.232 0.935 -0.574 -0.357
C 1.982 1.908 -0.908 -0.908
C 1.038 2.829 2.071 -0.020
C 2.967 0.361 -2.745 -1.700
C 0.867 -2.810 0.828 0.443
C -1.818 0.666 0.122 0.560
C 3.105 -1.754 0.502 -0.583
C -1.078 -1.720 0.498 0.318
C 2.210 -2.825 1.182 -0.694
C -4.319 -0.037 -0.513 0.440
C 2.462 2.672 1.979 -1.223
C 2.518 1.810 -2.630 -1.131
C 3.213 1.850 -0.062 1.637
C -2.657 1.665 -0.240 -0.987
C -4.020 1.188 -0.237 0.482
C 2.769 -1.072 -0.836 0.893
C -2.101 -0.771 0.019 0.040
C -3.307 -1.159 -0.021 -0.358
C 0.386 1.474 2.837 -1.555
C 4.189 0.815 -0.331 -2.334
H 3.247 2.444 -2.715 0.672
H 0.723 1.433 3.723 0.740
H 4.853 1.329 -1.154 0.379
H -2.352 2.628 -0.386 0.597
H 2.819 -0.607 1.238 0.000
H -6.670 0.977 -1.800 0.188
H -0.686 0.723 0.039 -0.380
H 1.752 2.949 -1.004 0.770
H 0.815 0.587 2.197 0.171
H 2.459 -2.757 2.166 0.441
H 2.294 -0.392 -2.833 0.696
H 1.239 1.330 -0.872 -0.384
H -0.565 1.549 2.671 0.524
H 0.623 3.662 2.639 0.493
H 3.914 2.777 -0.086 0.304
H 0.319 2.918 1.152 -0.105
H 2.644 -3.682 0.359 0.229
H -6.875 1.362 0.037 0.417
H -3.638 -2.405 0.095 0.242
H 2.845 2.638 2.905 0.667
H 4.652 0.383 0.283 0.938
H 4.135 -1.781 0.646 0.642
H 1.673 1.833 -3.178 0.493
H 2.917 3.515 1.663 0.530
H 3.709 0.341 -3.126 0.872
```

As for the energy above the lowest of the compared OMol25 structures with the same formula, charge and spin: 570.6 kcal/mol. For the gap between HOMO and LUMO, the calculation gives 8.36 eV. The LUMO energy is 0.020 Eh. For the largest force on an atom, the calculation gives 0.37658 hartree/bohr. As for the net charge: 0. As for the spin multiplicity: 1. The value obtained for the HOMO energy is -0.2870 Eh.

Below is a molecular structure, C4H6ClF2N3S, with properties calculated with wB97M-V/def2-TZVPD.

```
17
Properties=species:S:1:pos:R:3:mulliken_charge:R:1
Cl -0.721 -1.939 -1.181 -0.141
S 0.391 -1.441 1.629 0.017
F -3.492 0.062 -0.012 -0.239
F -2.721 2.075 -0.170 -0.270
N 1.052 0.103 1.491 -0.203
N 2.208 0.282 0.752 -0.173
N -0.231 1.106 0.649 -0.559
C -2.445 0.758 -0.495 0.300
C -0.953 -1.126 0.395 -0.002
C -1.079 0.344 0.172 0.232
C 2.443 -0.097 -0.638 -0.614
H 3.377 0.232 -0.816 0.414
H 1.537 0.431 -1.302 0.186
H 2.460 1.244 0.925 0.277
H -1.858 -1.676 0.974 0.362
H -2.352 0.887 -1.653 0.218
H 2.383 -1.244 -0.720 0.196
```

As for the energy above the lowest of the compared OMol25 structures with the same formula, charge and spin: 29.3 kcal/mol. For the gap between HOMO and LUMO, the calculation gives 9.03 eV. The LUMO energy is 0.007 Eh. For the largest force on an atom, the calculation gives 0.12951 hartree/bohr. As for the net charge: 0. As for the spin multiplicity: 1. The value obtained for the HOMO energy is -0.3252 Eh.

Below is CH3F2PS2 in the gas phase, with properties calculated with wB97M-V/def2-TZVPD.

```
9
Properties=species:S:1:pos:R:3:mulliken_charge:R:1
S -3.790 2.772 -1.417 -0.288
S -0.861 1.829 0.263 -0.076
P -2.409 1.467 -1.076 0.767
F -1.561 0.831 -2.343 -0.260
F -2.862 0.002 -0.467 -0.260
C -0.116 0.173 0.054 -0.871
H -0.737 -0.541 0.391 0.356
H 0.123 0.108 -0.902 0.332
H 0.681 0.152 0.893 0.300
```

As for the energy above the lowest of the compared OMol25 structures with the same formula, charge and spin: 5.8 kcal/mol. For the gap between HOMO and LUMO, the calculation gives 10.36 eV. The LUMO energy is 0.013 Eh. For the largest force on an atom, the calculation gives 0.12293 hartree/bohr. As for the net charge: 0. As for the SMILES: CSP(F)(F)=S. As for the spin multiplicity: 1. The value obtained for the HOMO energy is -0.3675 Eh.

Below is C3H2Cl3N in the gas phase, with properties calculated with wB97M-V/def2-TZVPD.

```
9
Properties=species:S:1:pos:R:3:mulliken_charge:R:1
Cl 2.035 0.012 -2.011 -0.126
Cl 1.060 2.512 -0.644 -0.107
Cl -0.733 0.646 -1.882 0.045
N -1.631 -0.582 -0.400 -0.458
C -0.306 -0.893 1.691 -0.772
C -1.044 -0.738 0.635 0.639
C 0.800 1.260 -1.815 0.281
H 0.586 -1.624 1.767 0.252
H -0.768 -0.594 2.658 0.244
```

As for the energy above the lowest of the compared OMol25 structures with the same formula, charge and spin: 98.2 kcal/mol. For the gap between HOMO and LUMO (alpha / beta), the calculation gives 6.81 / 8.15 eV. The LUMO energy (alpha / beta) is -0.052 / -0.029 Eh. For the largest force on an atom, the calculation gives 0.08886 hartree/bohr. As for the net charge: 0. As for the spin multiplicity: 1. The value obtained for the HOMO energy (alpha / beta) is -0.3018 / -0.3282 Eh.

Below is C4H12N2S in the gas phase, with properties calculated with wB97M-V/def2-TZVPD.

```
19
Properties=species:S:1:pos:R:3:mulliken_charge:R:1
S -2.941 -0.383 1.695 -0.197
N -1.211 1.231 -0.483 -0.531
N 1.347 0.356 0.281 -0.232
C 0.559 -0.433 -0.594 -0.817
C 2.758 0.423 -0.063 -0.857
C -1.432 -0.969 0.773 -0.789
C -0.944 -0.216 -0.478 0.361
H -1.098 1.587 -1.420 0.210
H -0.659 -0.889 1.530 0.274
H 3.362 -0.453 0.230 0.283
H 0.626 -1.541 -0.537 0.234
H -3.254 0.655 0.936 0.042
H 0.826 -0.227 -1.629 0.483
H 1.240 0.150 1.263 0.204
H -2.049 1.570 -0.052 0.102
H -1.479 -0.633 -1.340 0.234
H 2.861 0.503 -1.137 0.319
H -1.702 -1.994 0.541 0.371
H 3.189 1.263 0.483 0.305
```

As for the energy above the lowest of the compared OMol25 structures with the same formula, charge and spin: 23.1 kcal/mol. For the gap between HOMO and LUMO, the calculation gives 9.54 eV. The LUMO energy is 0.037 Eh. For the largest force on an atom, the calculation gives 0.03595 hartree/bohr. As for the net charge: 0. As for the SMILES: CNC[C@H](N)CS. As for the spin multiplicity: 1. The value obtained for the HOMO energy is -0.3140 Eh.

Below is a molecular structure, C25H28F5GdO2S, with properties calculated with wB97M-V/def2-TZVPD.

```
62
Properties=species:S:1:pos:R:3:mulliken_charge:R:1
Gd -0.554 0.793 -0.536 0.558
S -1.136 -1.681 1.018 -0.432
F -0.417 -1.795 3.948 -0.349
F -2.109 -2.280 6.025 -0.304
F -5.805 -2.076 3.050 -0.301
F -4.810 -2.439 5.583 -0.302
F -4.119 -1.623 0.978 -0.350
O 3.616 -2.241 -0.512 -0.465
O 0.773 0.791 -2.241 0.267
C 3.028 -1.197 0.298 0.057
C -1.738 -1.969 3.689 0.179
C -2.191 -1.853 2.353 0.531
C 1.848 -0.230 -2.493 -0.176
C -0.534 3.170 1.238 -0.635
C 2.286 0.334 -3.826 -0.862
C -2.684 -0.077 -1.434 -0.909
C 1.793 2.794 -3.272 -1.661
C 0.199 1.370 -4.654 -1.721
C -2.594 -2.181 4.767 -0.046
C 3.834 -3.392 0.359 -0.507
C -2.093 0.469 -2.611 -0.230
C -4.471 -2.083 3.259 -0.039
C 0.002 1.284 2.458 -0.306
C 1.237 1.416 -3.568 1.554
C 3.488 -1.379 1.740 -0.391
C -1.729 2.660 1.819 -0.724
C 0.560 2.345 1.676 -0.973
C 3.795 -2.895 1.826 -0.474
C -2.017 1.884 -2.446 -0.409
C -3.594 -1.881 2.200 0.149
C -2.603 2.211 -1.191 -1.066
C -1.395 1.505 2.574 -0.295
C -3.971 -2.256 4.550 0.722
C -3.032 1.006 -0.567 -0.224
H 4.788 -3.872 0.093 0.280
H 1.393 -1.230 -2.515 0.393
H 3.292 -0.201 -0.089 0.572
H 2.738 -1.022 2.456 0.107
H 4.751 -3.090 2.321 0.282
H 1.918 -1.301 0.228 -0.122
H 1.008 3.505 -2.982 0.299
H -3.571 0.954 0.387 0.559
H -2.092 0.936 3.194 0.504
H 2.647 -0.157 -1.752 -0.231
H -2.718 3.113 1.773 0.509
H -1.867 -0.076 -3.532 0.501
H 0.625 1.763 -5.584 0.425
H 1.620 2.566 1.563 0.551
H 0.564 0.502 2.970 0.430
H 4.418 -0.813 1.902 0.328
H 2.058 -0.351 -4.656 0.329
H 3.016 -4.117 0.165 0.256
H -0.672 1.978 -4.426 0.187
H 3.318 0.724 -3.845 0.357
H -0.452 4.084 0.661 0.477
H 2.581 2.764 -2.511 0.374
H 2.242 3.207 -4.178 0.435
H -0.131 0.336 -4.796 0.451
H -2.827 -1.143 -1.242 0.621
H -1.735 2.617 -3.202 0.517
H 2.995 -3.410 2.372 0.241
H -2.768 3.228 -0.831 0.504
```

As for the energy above the lowest of the compared OMol25 structures with the same formula, charge and spin: 0.8 kcal/mol. For the gap between HOMO and LUMO (alpha / beta), the calculation gives 5.34 / 7.37 eV. The LUMO energy (alpha / beta) is -0.069 / 0.001 Eh. For the largest force on an atom, the calculation gives 0.08837 hartree/bohr. As for the net charge: 0. As for the spin multiplicity: 8. The expectation value of S² is 16.07. The value obtained for the HOMO energy (alpha / beta) is -0.2651 / -0.2704 Eh.

Below is 7 unconnected molecules or ions with the total composition C19H52O7, with properties calculated with wB97M-V/def2-TZVPD.

```
78
Properties=species:S:1:pos:R:3:mulliken_charge:R:1
O 1.689 -1.370 -0.010 0.016
O -2.202 3.600 1.047 -0.601
O -3.727 1.326 -0.309 -0.523
O 0.324 3.530 2.936 -0.415
O -0.454 -1.379 -4.898 -0.591
O 4.393 -0.961 -0.069 -0.563
O 0.427 -2.754 1.842 -0.600
C 2.520 2.777 3.910 -1.441
C 1.102 2.429 3.376 0.469
C 1.234 -0.846 -1.249 -0.703
C -2.555 -1.282 -3.821 -1.029
C 1.064 1.300 2.428 -0.092
C -2.700 4.482 -1.044 -1.524
C -0.232 -0.593 -0.973 -0.173
C 4.407 -0.222 1.143 1.602
C 1.111 -3.960 1.576 -0.286
C -1.814 -1.798 -5.037 0.515
C -1.725 -3.294 -5.169 -1.316
C -0.793 2.871 -0.936 -0.439
C -5.091 -0.610 -0.160 -1.569
C -3.721 0.006 0.142 1.659
C 0.565 -4.699 0.316 -0.915
C -3.276 -0.109 1.609 -1.203
C 5.614 0.766 1.115 -1.693
C -1.562 4.016 -0.196 0.272
C 4.396 -1.227 2.271 -1.205
H 1.776 1.447 1.606 0.063
H 2.206 -3.903 1.668 0.188
H 1.219 -1.512 -2.070 0.480
H -0.436 -0.551 -4.460 0.287
H -4.900 -1.660 0.236 0.335
H 1.816 0.058 -1.449 0.291
H 5.687 1.356 2.004 0.398
H -1.649 -3.841 -4.238 0.305
H 1.374 0.422 2.967 0.595
H -3.373 5.089 -0.519 0.394
H 2.439 3.538 4.633 0.496
H 0.609 -2.150 1.139 0.170
H 4.339 -0.665 3.216 0.301
H 3.514 -1.821 2.340 0.208
H 3.525 0.387 1.226 -0.574
H 1.304 -5.504 0.076 0.332
H -5.838 -0.124 0.404 0.406
H -1.470 2.176 -1.354 0.099
H -0.372 0.159 -0.261 -0.214
H -0.777 -1.476 -0.545 0.415
H 6.495 0.166 1.098 0.477
H 0.898 -4.625 2.383 0.507
H -2.896 -0.505 -0.437 -0.564
H -2.562 -3.672 -5.753 0.341
H -2.071 -1.889 -3.049 0.159
H -2.231 -1.359 -5.904 0.346
H -3.180 3.631 -1.534 0.321
H -2.295 0.360 1.721 -0.025
H 5.255 -1.157 -0.414 0.292
H 3.196 3.138 3.086 0.310
H 0.528 -3.991 -0.462 0.153
H -0.812 -3.539 -5.747 0.347
H -1.528 3.578 1.763 0.256
H -0.456 -4.993 0.466 0.295
H 2.611 -1.609 -0.167 0.017
H -4.026 0.283 2.289 0.429
H -3.184 -1.123 1.991 0.486
H 5.323 -1.775 2.210 0.323
H 0.618 1.986 4.301 0.059
H 0.602 4.356 3.329 0.274
H -2.235 5.093 -1.857 0.385
H -3.653 -1.535 -3.905 0.385
H 0.030 1.158 2.096 -0.665
H 3.080 1.901 4.263 0.334
H -5.356 -0.605 -1.179 0.383
H -0.844 -0.432 -1.845 -0.055
H -2.359 -0.175 -3.679 0.279
H 5.583 1.341 0.212 0.405
H -3.370 1.932 0.330 0.251
H -0.272 3.400 -1.789 0.382
H -0.791 4.730 -0.043 0.592
H -0.083 2.508 -0.231 -0.103
```

As for the energy above the lowest of the compared OMol25 structures with the same formula, charge and spin: 52.3 kcal/mol. For the gap between HOMO and LUMO, the calculation gives 9.93 eV. The LUMO energy is 0.018 Eh. For the largest force on an atom, the calculation gives 0.07328 hartree/bohr. As for the net charge: 0. As for the SMILES: CC(C)O.CC(C)O.CC(C)O.CC(C)O.CC(C)O.CCO.CCO. As for the spin multiplicity: 1. The value obtained for the HOMO energy is -0.3470 Eh.

> What is the net charge in the third record?

0